{"formula": "C3H2Br2O2", "method": "the ωB97M-V functional and the def2-TZVPD basis", "elements": ["Br", "Br", "O", "O", "C", "C", "C", "H", "H"], "xyz": [[2.06, -0.11, -1.85], [2.11, 1.55, 0.90], [-0.95, -1.30, 1.69], [-1.30, -2.90, 0.12], [1.04, 0.86, -0.53], [-1.16, -2.10, 0.91], [-0.23, 1.26, -0.42], [-0.91, 0.91, -1.18], [-0.65, 1.83, 0.35]], "homo_lumo_gap_ev": 10.0674, "largest_force_ev_per_a": 4.09, "spin_multiplicity": 1}


{"formula": "C16H26Cl2O2Pb", "method": "the ωB97M-V functional and the def2-TZVPD basis", "elements": ["Pb", "Cl", "Cl", "O", "O", "C", "C", "C", "C", "C", "C", "C", "C", "C", "C", "C", "C", "C", "C", "C", "C", "H", "H", "H", "H", "H", "H", "H", "H", "H", "H", "H", "H", "H", "H", "H", "H", "H", "H", "H", "H", "H", "H", "H", "H", "H", "H"], "xyz": [[-0.55, 0.03, 0.15], [-1.76, 2.87, 3.86], [0.09, 2.36, 1.11], [0.21, -2.00, -0.61], [1.70, 0.42, -0.87], [2.19, -0.66, 1.71], [-2.44, 1.58, -1.03], [-2.86, 2.75, -0.17], [-2.65, -2.06, -2.06], [2.79, -1.16, 3.92], [1.51, -0.35, 0.77], [-2.99, 0.24, -0.88], [-0.58, 2.70, -2.48], [3.90, -2.27, 2.01], [3.34, -1.01, 2.55], [-2.35, -0.59, -1.88], [-1.45, 1.54, -2.06], [-4.05, -0.18, 0.09], [-1.40, 0.21, -2.58], [4.30, 0.13, 2.44], [-0.47, -0.30, -3.66], [3.60, -1.41, 4.58], [-0.19, -1.37, -3.52], [-1.05, -0.20, -4.60], [2.33, -0.25, 4.29], [-1.84, -2.56, -2.62], [-4.01, -1.27, 0.29], [-2.83, -2.59, -1.10], [4.75, -2.56, 2.62], [2.05, -1.95, 3.99], [5.15, -0.09, 3.06], [-5.02, 0.06, -0.39], [-3.97, 0.38, 1.05], [-0.34, 3.38, -1.63], [-2.11, 3.55, -0.23], [3.19, -3.10, 2.03], [-1.18, 3.25, -3.23], [-2.98, 2.49, 0.91], [1.76, -0.44, -1.32], [4.26, -2.19, 0.98], [-3.83, 3.08, -0.60], [-3.59, -2.08, -2.65], [-0.02, -2.43, 0.22], [0.37, 2.35, -2.94], [4.67, 0.28, 1.42], [3.88, 1.08, 2.77], [0.45, 0.32, -3.74]], "homo_lumo_gap_ev": [5.0547, 5.5630], "total_charge": -2, "largest_force_ev_per_a": 2.59, "spin_multiplicity": 1}


{"formula": "C38H79F6NO30S8", "method": "the ωB97M-V functional and the def2-TZVPD basis", "elements": ["S", "S", "S", "S", "S", "S", "S", "S", "F", "F", "F", "F", "F", "F", "O", "O", "O", "O", "O", "O", "O", "O", "O", "O", "O", "O", "O", "O", "O", "O", "O", "O", "O", "O", "O", "O", "O", "O", "O", "O", "O", "O", "O", "O", "N", "C", "C", "C", "C", "C", "C", "C", "C", "C", "C", "C", "C", "C", "C", "C", "C", "C", "C", "C", "C", "C", "C", "C", "C", "C", "C", "C", "C", "C", "C", "C", "C", "C", "C", "C", "C", "C", "C", "H", "H", "H", "H", "H", "H", "H", "H", "H", "H", "H", "H", "H", "H", "H", "H", "H", "H", "H", "H", "H", "H", "H", "H", "H", "H", "H", "H", "H", "H", "H", "H", "H", "H", "H", "H", "H", "H", "H", "H", "H", "H", "H", "H", "H", "H", "H", "H", "H", "H", "H", "H", "H", "H", "H", "H", "H", "H", "H", "H", "H", "H", "H", "H", "H", "H", "H", "H", "H", "H", "H", "H", "H", "H", "H", "H", "H", "H", "H"], "xyz": [[3.51, -0.19, -3.73], [-0.12, 4.10, -3.22], [-1.33, -8.96, -4.08], [0.08, -4.35, 1.10], [-2.03, -0.49, -1.21], [7.34, 0.65, -0.90], [-4.82, -0.79, 3.65], [-5.95, -0.23, -3.52], [-3.26, 4.97, 6.25], [5.63, 3.39, 7.54], [3.70, 3.35, 8.39], [5.22, 2.05, 9.25], [-4.51, 3.41, 5.54], [-3.60, 3.21, 7.48], [-5.14, -1.04, -2.64], [-4.11, 6.96, 2.71], [7.37, 0.64, -2.36], [0.34, -3.95, -0.26], [-0.54, -0.37, -0.46], [-5.33, 5.28, 3.28], [3.73, -0.69, -2.39], [7.98, 1.71, -0.15], [4.90, 1.43, 5.83], [-1.93, -10.25, -3.72], [1.04, 4.69, -4.21], [-6.44, 1.15, -2.65], [3.63, -1.47, -4.78], [-0.03, -8.83, -4.75], [-2.31, 0.63, -2.08], [-2.16, 1.73, 5.52], [0.59, 3.57, -2.09], [3.78, 0.39, 7.49], [1.16, -3.56, 2.09], [-5.63, 0.22, 2.99], [2.31, 0.55, -3.97], [-7.08, -0.72, -4.29], [0.04, -5.77, 1.48], [8.08, -0.74, -0.37], [-4.68, -0.35, 5.22], [-5.24, -2.19, 3.70], [-1.24, -8.17, -2.64], [-1.17, 5.11, -3.13], [-2.98, -0.81, -0.17], [-1.20, 3.79, 5.22], [-4.45, 5.81, 2.64], [-3.79, 3.58, 1.76], [7.85, -3.18, -0.39], [3.72, 1.07, 3.68], [-1.81, -2.02, -2.13], [4.41, 1.33, 7.11], [-6.21, 0.79, -0.24], [3.19, -1.24, -6.12], [2.68, -2.35, 0.68], [1.35, 1.04, -0.20], [4.76, 2.52, 8.12], [-0.48, -6.97, -2.58], [2.88, -2.62, -6.72], [-6.15, 0.78, 6.60], [-0.05, 2.88, 3.24], [0.05, 3.27, 4.70], [0.56, 0.23, -1.19], [5.02, 0.79, -4.38], [-1.68, 4.68, 0.27], [-2.47, 5.48, 1.12], [-5.72, -0.57, 6.08], [-3.55, 4.94, 1.81], [-1.44, -5.86, -2.37], [-2.21, 2.99, 5.63], [-2.98, 2.70, 1.01], [-3.44, 3.68, 6.23], [2.08, 3.78, -4.60], [1.57, -2.27, 1.76], [5.55, 0.41, -0.21], [-3.01, -0.57, 3.27], [4.63, 0.47, 4.81], [3.24, 4.67, -5.11], [-4.82, 0.78, -4.66], [-0.78, 2.72, -4.21], [7.83, -1.85, -1.20], [-5.66, 1.54, -1.51], [-2.41, -7.82, -4.99], [-1.53, -3.57, 1.64], [-1.95, 3.34, 0.30], [-2.71, -2.06, -2.75], [-7.02, 0.57, 7.23], [2.41, -2.52, -0.36], [0.90, 2.58, 2.79], [-1.41, 2.68, -0.36], [8.58, -1.85, -1.99], [0.37, -7.03, -1.91], [-3.94, 1.08, -4.08], [-3.29, 1.67, 0.97], [-0.03, -6.82, -3.56], [1.71, 3.09, -5.36], [-1.73, -2.83, -1.40], [4.82, 1.09, -0.65], [4.08, 2.06, 3.39], [-2.58, 0.20, 3.92], [-4.69, 3.13, 2.16], [1.24, -0.58, -1.47], [3.87, -0.74, -6.81], [2.03, -1.82, 2.64], [2.43, 3.18, -3.76], [-0.18, 1.85, -3.94], [-1.27, -2.55, 1.91], [-6.52, 1.38, 5.76], [0.23, 2.45, 5.40], [6.95, -3.20, 0.23], [-0.41, 3.57, 2.48], [7.82, -4.07, -1.02], [-2.68, -1.59, 3.43], [-0.91, -1.90, -2.73], [-2.14, -3.54, 0.74], [-5.36, 1.30, 7.13], [-6.33, -0.27, -0.49], [3.68, 0.38, 2.84], [5.20, -0.61, -0.36], [4.28, -0.50, 5.16], [-0.89, -4.95, -2.60], [-5.40, 1.59, -5.08], [-1.84, -6.92, -5.23], [-1.72, 2.53, -3.70], [1.78, 0.63, 0.71], [-2.70, -8.37, -5.88], [3.78, -3.19, -6.95], [4.99, 0.96, -5.45], [-0.94, 5.18, -0.34], [-1.82, -5.76, -1.36], [5.69, 0.56, 0.86], [0.69, -1.74, 1.42], [3.91, 4.05, -5.70], [5.51, -0.06, 4.43], [2.78, 0.98, 4.22], [0.22, 0.67, -2.13], [-4.63, 1.25, -1.72], [-5.51, -1.17, 6.96], [8.68, -3.23, 0.31], [-2.91, -0.21, 2.25], [-7.20, 1.17, 0.00], [2.32, -3.25, -6.04], [-2.34, -5.91, -2.98], [3.18, -1.40, 0.50], [-0.73, 2.02, 3.23], [-2.27, 6.54, 1.13], [-4.58, 0.13, -5.50], [5.26, 1.63, -3.72], [2.36, -0.53, -6.10], [2.27, -2.55, -7.62], [-5.54, 0.97, 0.59], [5.89, 0.15, -4.27], [0.66, 1.85, 0.03], [-5.68, 2.62, -1.36], [2.13, 1.50, -0.81], [0.78, 4.08, 4.75], [-3.36, -7.63, -4.48], [3.65, 5.28, -4.30], [3.50, -3.04, 0.88], [-2.11, -4.07, 2.42], [2.87, 5.43, -5.80], [-6.56, -1.04, 5.56], [6.86, -1.86, -1.69], [-0.79, 2.94, -5.28]], "homo_lumo_gap_ev": 9.5304, "largest_force_ev_per_a": 5.06, "spin_multiplicity": 1, "smiles": "O=[N+]([O-])c1ccccc1.CCOC(=O)C(F)(F)F.CCOC(=O)C(F)(F)F.CCOS(C)(=O)=O.CCOS(C)(=O)=O.CCOS(C)(=O)=O.CCOS(C)(=O)=O.CCOS(C)(=O)=O.CCOS(C)(=O)=O.CCOS(C)(=O)=O.CCOS(C)(=O)=O"}


{"formula": "C3H7O3", "method": "the ωB97M-V functional and the def2-TZVPD basis", "elements": ["O", "O", "O", "C", "C", "C", "H", "H", "H", "H", "H", "H", "H"], "xyz": [[2.83, -2.18, 0.21], [0.83, 0.07, -1.25], [0.31, -1.47, 0.25], [0.23, -0.27, -0.21], [-0.74, 0.63, 0.55], [-1.42, 1.68, -0.27], [1.82, -1.94, 0.20], [-0.19, 0.90, 1.46], [-2.39, 1.94, 0.17], [-1.62, 1.26, -1.27], [-0.88, 2.58, -0.53], [-1.50, -0.12, 0.80], [2.70, -3.09, -0.09]], "homo_lumo_gap_ev": 8.4393, "total_charge": -1, "largest_force_ev_per_a": 2.42, "spin_multiplicity": 1}


{"formula": "C4H11N2", "method": "the ωB97M-V functional and the def2-TZVPD basis", "elements": ["N", "N", "C", "C", "C", "C", "H", "H", "H", "H", "H", "H", "H", "H", "H", "H", "H"], "xyz": [[0.27, -0.20, -0.14], [2.46, -1.91, -0.42], [-2.37, 1.05, 1.32], [-1.76, 1.36, -0.08], [3.67, -2.01, -0.77], [-0.41, 0.81, -0.59], [4.18, -2.77, -1.36], [-0.17, 1.47, -1.48], [1.12, -0.69, -0.65], [-2.34, 1.01, -0.91], [1.81, -2.77, -0.59], [-1.79, 2.42, -0.32], [-2.03, -0.01, 1.65], [-3.47, 1.09, 1.59], [-2.07, 1.76, 2.03], [0.03, -0.65, 0.72], [4.28, -1.10, -0.48]], "homo_lumo_gap_ev": 10.1291, "total_charge": 1, "largest_force_ev_per_a": 2.88, "spin_multiplicity": 1}


{"formula": "C5H10NS", "method": "the ωB97M-V functional and the def2-TZVPD basis", "elements": ["S", "N", "C", "C", "C", "C", "C", "H", "H", "H", "H", "H", "H", "H", "H", "H", "H"], "xyz": [[3.00, -0.07, -0.40], [-0.24, -0.58, -0.29], [-0.61, 0.72, 0.29], [1.99, 0.16, 0.84], [-0.97, -1.88, -0.30], [0.53, -0.18, 0.86], [-0.37, 1.83, -0.65], [2.24, 0.63, 1.84], [0.46, -0.89, 1.71], [-1.71, -2.12, -1.09], [-1.74, -1.97, 0.50], [0.25, -0.43, -1.15], [-0.25, -2.65, -0.46], [-1.26, 1.92, -1.41], [0.64, 1.94, -1.09], [-1.59, 0.90, 0.74], [-0.36, 2.68, 0.07]], "homo_lumo_gap_ev": 8.6280, "total_charge": 1, "largest_force_ev_per_a": 2.40, "spin_multiplicity": 1, "smiles": "C[C@@H]1[C@H](C=S)[N@H+]1C"}


Repeat the first record exactly.
{"formula": "C3H2Br2O2", "method": "the ωB97M-V functional and the def2-TZVPD basis", "elements": ["Br", "Br", "O", "O", "C", "C", "C", "H", "H"], "xyz": [[2.06, -0.11, -1.85], [2.11, 1.55, 0.90], [-0.95, -1.30, 1.69], [-1.30, -2.90, 0.12], [1.04, 0.86, -0.53], [-1.16, -2.10, 0.91], [-0.23, 1.26, -0.42], [-0.91, 0.91, -1.18], [-0.65, 1.83, 0.35]], "homo_lumo_gap_ev": 10.0674, "largest_force_ev_per_a": 4.09, "spin_multiplicity": 1}


Please write out number 2 again, unchanged.
{"formula": "C16H26Cl2O2Pb", "method": "the ωB97M-V functional and the def2-TZVPD basis", "elements": ["Pb", "Cl", "Cl", "O", "O", "C", "C", "C", "C", "C", "C", "C", "C", "C", "C", "C", "C", "C", "C", "C", "C", "H", "H", "H", "H", "H", "H", "H", "H", "H", "H", "H", "H", "H", "H", "H", "H", "H", "H", "H", "H", "H", "H", "H", "H", "H", "H"], "xyz": [[-0.55, 0.03, 0.15], [-1.76, 2.87, 3.86], [0.09, 2.36, 1.11], [0.21, -2.00, -0.61], [1.70, 0.42, -0.87], [2.19, -0.66, 1.71], [-2.44, 1.58, -1.03], [-2.86, 2.75, -0.17], [-2.65, -2.06, -2.06], [2.79, -1.16, 3.92], [1.51, -0.35, 0.77], [-2.99, 0.24, -0.88], [-0.58, 2.70, -2.48], [3.90, -2.27, 2.01], [3.34, -1.01, 2.55], [-2.35, -0.59, -1.88], [-1.45, 1.54, -2.06], [-4.05, -0.18, 0.09], [-1.40, 0.21, -2.58], [4.30, 0.13, 2.44], [-0.47, -0.30, -3.66], [3.60, -1.41, 4.58], [-0.19, -1.37, -3.52], [-1.05, -0.20, -4.60], [2.33, -0.25, 4.29], [-1.84, -2.56, -2.62], [-4.01, -1.27, 0.29], [-2.83, -2.59, -1.10], [4.75, -2.56, 2.62], [2.05, -1.95, 3.99], [5.15, -0.09, 3.06], [-5.02, 0.06, -0.39], [-3.97, 0.38, 1.05], [-0.34, 3.38, -1.63], [-2.11, 3.55, -0.23], [3.19, -3.10, 2.03], [-1.18, 3.25, -3.23], [-2.98, 2.49, 0.91], [1.76, -0.44, -1.32], [4.26, -2.19, 0.98], [-3.83, 3.08, -0.60], [-3.59, -2.08, -2.65], [-0.02, -2.43, 0.22], [0.37, 2.35, -2.94], [4.67, 0.28, 1.42], [3.88, 1.08, 2.77], [0.45, 0.32, -3.74]], "homo_lumo_gap_ev": [5.0547, 5.5630], "total_charge": -2, "largest_force_ev_per_a": 2.59, "spin_multiplicity": 1}